Entry 1:
The following is a DFT calculation (ωB97M-V with the def2-TZVPD basis set) of one molecule with the formula C5H10O.

Output
total charge: 0
LUMO: 0.0352 Ha
SMILES: CC[C@@H](C)C=O
energy above the lowest of the compared OMol25 structures with the same formula, charge and spin: 0.3472 eV
E_HOMO: -9.7006 eV
calculated total energy: -7394.418 eV
2S+1: 1
orbital gap: 10.66 eV

Positions of all 16 atoms, in Å:
1 C 1.98932 -0.22578 -0.45769
2 C 0.72813 -0.55293 0.34237
3 C -0.58410 0.01347 -0.23700
4 C -1.81186 -0.50919 0.50088
5 C -0.57812 1.52793 -0.23580
6 O -1.40407 2.20617 0.32712
7 H 2.20864 0.84753 -0.46977
8 H 2.85902 -0.72865 -0.02254
9 H 1.89842 -0.56225 -1.49724
10 H 0.61526 -1.64288 0.40506
11 H 0.84214 -0.20038 1.37624
12 H -0.62962 -0.28298 -1.29843
13 H -1.77386 -0.22141 1.55688
14 H -2.72762 -0.08445 0.08035
15 H -1.87129 -1.60094 0.44144
16 H 0.23961 2.01674 -0.81189

Table of natural (NBO) atomic charges, one value per atom, all in e: -0.611 -0.384 -0.330 -0.604 0.447 -0.522 0.203 0.216 0.204 0.208 0.203 0.214 0.216 0.224 0.207 0.106


Entry 2:
The following is a DFT calculation (ωB97M-V with the def2-TZVPD basis set) of one molecule with the formula C5H10O.

Output
total charge: 0
LUMO: 0.0347 Ha
energy above the lowest of the compared OMol25 structures with the same formula, charge and spin: 4.4365 eV
E_HOMO: -7.8810 eV
calculated total energy: -7390.329 eV
2S+1: 1
orbital gap: 8.83 eV

Positions of all 16 atoms, in Å:
1 C -0.19880 -0.52411 1.97690
2 C 1.33702 0.67334 0.43436
3 O 0.43113 -0.72212 0.70541
4 C 0.22973 0.20590 -0.43228
5 C 0.49736 -0.56603 -1.70637
6 C -1.07194 0.96815 -0.43942
7 H 0.46327 -0.97329 2.71399
8 H -1.12540 -1.07385 1.93022
9 H -0.36554 0.51514 2.26176
10 H 2.25535 0.19510 0.06084
11 H 1.34316 -1.24761 -1.57633
12 H -0.37438 -1.13924 -2.03647
13 H 0.75378 0.14813 -2.49603
14 H -1.02797 1.68619 -1.26361
15 H -1.21366 1.53932 0.47889
16 H -1.93311 0.31499 -0.61186

Table of natural (NBO) atomic charges, one value per atom, all in e: -0.244 -0.264 -0.428 0.170 -0.634 -0.644 0.204 0.178 0.213 0.122 0.226 0.209 0.222 0.231 0.229 0.210


Entry 3:
The following is a DFT calculation (ωB97M-V with the def2-TZVPD basis set) of one molecule with the formula C5H10O.

Output
total charge: 0
LUMO: 0.0380 Ha
SMILES: C[C@H]1C[C@]1(C)O
energy above the lowest of the compared OMol25 structures with the same formula, charge and spin: 1.1464 eV
E_HOMO: -9.4563 eV
calculated total energy: -7393.619 eV
2S+1: 1
orbital gap: 10.49 eV

Positions of all 16 atoms, in Å:
1 C 1.50952 -0.20708 1.18892
2 C 0.93001 0.05612 -0.18854
3 C 0.10844 -0.99715 -0.89323
4 C -0.55401 0.25532 -0.43478
5 C -1.54534 0.23087 0.71535
6 O -0.89848 1.11845 -1.48887
7 H 1.68606 -1.27622 1.33931
8 H 2.46798 0.30318 1.31466
9 H 0.84858 0.13224 1.99668
10 H 1.55522 0.65130 -0.85074
11 H 0.24057 -1.12832 -1.96251
12 H -0.11210 -1.90962 -0.34284
13 H -2.13327 -0.69111 0.70945
14 H -2.24494 1.06593 0.61593
15 H -1.05373 0.31792 1.69095
16 H -0.80240 2.02048 -1.15921

Table of natural (NBO) atomic charges, one value per atom, all in e: -0.616 -0.253 -0.426 0.232 -0.637 -0.701 0.209 0.219 0.204 0.220 0.229 0.207 0.217 0.223 0.208 0.464


Entry 4:
The following is a DFT calculation (ωB97M-V with the def2-TZVPD basis set) of one molecule with the formula C5H10O.

Output
total charge: 0
LUMO: 0.0409 Ha
SMILES: C=CCCOC
energy above the lowest of the compared OMol25 structures with the same formula, charge and spin: 1.4081 eV
E_HOMO: -9.5005 eV
calculated total energy: -7393.357 eV
2S+1: 1
orbital gap: 10.61 eV

Positions of all 16 atoms, in Å:
1 C 1.79797 1.61888 1.00527
2 O 1.84142 0.25694 0.66683
3 C 0.84355 -0.13240 -0.24423
4 C -2.05383 -1.76216 -0.96651
5 C -1.52383 -0.56114 -0.76010
6 C -0.56799 -0.22493 0.34837
7 H 2.68459 1.82800 1.60853
8 H 0.90567 1.87609 1.59464
9 H 1.81731 2.26002 0.10877
10 H 0.82975 0.54944 -1.11344
11 H -1.87351 -2.58600 -0.27832
12 H -2.68087 -1.96955 -1.82915
13 H -1.71735 0.23738 -1.47843
14 H -0.84857 0.72722 0.81781
15 H 1.13219 -1.12339 -0.60925
16 H -0.58650 -0.99440 1.12920

Table of natural (NBO) atomic charges, one value per atom, all in e: -0.251 -0.531 -0.049 -0.397 -0.171 -0.474 0.195 0.162 0.162 0.156 0.191 0.201 0.194 0.209 0.191 0.211


Entry 5:
The following is a DFT calculation (ωB97M-V with the def2-TZVPD basis set) of a 2-piece molecular cluster, C5H10O overall.

Output
total charge: 0
LUMO: 0.0313 Ha
SMILES: C=CCC.C=O
energy above the lowest of the compared OMol25 structures with the same formula, charge and spin: 2.4461 eV
E_HOMO: -9.1095 eV
calculated total energy: -7392.319 eV
2S+1: 1
orbital gap: 9.96 eV

Positions of all 16 atoms, in Å:
1 C -2.16366 -0.48818 -0.42237
2 O -1.60908 -1.53136 -0.65714
3 C 0.82612 -1.57806 -0.34106
4 C 1.28955 -0.34500 -0.48622
5 C 1.36014 0.64581 0.63411
6 C 0.00640 1.36597 0.50233
7 H -0.71543 0.72696 -0.03318
8 H -2.40835 0.23286 -1.22339
9 H -2.48986 -0.21084 0.59672
10 H 0.57889 -1.98701 0.63689
11 H 0.63458 -2.21277 -1.19493
12 H 1.39505 0.08294 -1.48383
13 H 2.22066 1.32501 0.53030
14 H 1.47277 0.13868 1.60266
15 H -0.48232 1.57183 1.45392
16 H 0.08454 2.26317 -0.11482

Table of natural (NBO) atomic charges, one value per atom, all in e: 0.245 -0.502 -0.373 -0.200 -0.444 -0.585 0.193 0.119 0.118 0.191 0.208 0.192 0.210 0.207 0.211 0.211


Entry 6:
The following is a DFT calculation (ωB97M-V with the def2-TZVPD basis set) of one molecule with the formula C5H10O.

Output
total charge: 0
LUMO: 0.0370 Ha
SMILES: C[C@H]1C[C@]1(C)O
energy above the lowest of the compared OMol25 structures with the same formula, charge and spin: 0.9961 eV
E_HOMO: -9.3784 eV
calculated total energy: -7393.769 eV
2S+1: 1
orbital gap: 10.39 eV

Positions of all 16 atoms, in Å:
1 C 1.47529 -0.26151 1.02558
2 C 0.92402 -0.03842 -0.36852
3 C 0.03898 -1.11825 -0.95019
4 C -0.54856 0.20361 -0.57363
5 C -1.45384 0.48189 0.60215
6 O -0.90554 0.93676 -1.72072
7 H 2.53402 -0.53772 0.98928
8 H 1.37772 0.62479 1.66336
9 H 0.94852 -1.08447 1.52321
10 H 1.57091 0.49652 -1.06143
11 H 0.07632 -1.31246 -2.01785
12 H -0.11841 -1.99647 -0.32977
13 H -2.50307 0.32594 0.33427
14 H -1.33418 1.53435 0.89868
15 H -1.21651 -0.12885 1.47733
16 H -0.86567 1.87430 -1.49176

Table of natural (NBO) atomic charges, one value per atom, all in e: -0.611 -0.254 -0.428 0.233 -0.629 -0.703 0.217 0.207 0.204 0.219 0.232 0.210 0.222 0.202 0.217 0.464


Entry 7:
The following is a DFT calculation (ωB97M-V with the def2-TZVPD basis set) of one molecule with the formula C5H10O.

Output
total charge: 0
LUMO: 0.0297 Ha
energy above the lowest of the compared OMol25 structures with the same formula, charge and spin: 2.5105 eV
E_HOMO: -8.4096 eV
calculated total energy: -7392.255 eV
2S+1: 1
orbital gap: 9.22 eV

Positions of all 16 atoms, in Å:
1 C -1.35830 1.68294 -0.00595
2 C 0.01993 1.06988 -0.24025
3 C 0.02589 -0.46895 -0.17284
4 C 1.31996 -1.08165 -0.72147
5 C -0.41039 -0.86670 1.21996
6 O 0.18174 -1.99939 1.54734
7 H -1.77367 1.33467 0.94397
8 H -1.30308 2.77639 0.01501
9 H -2.05731 1.39710 -0.80159
10 H 0.41563 1.39132 -1.21266
11 H 0.72023 1.44749 0.51782
12 H -0.82283 -0.83038 -0.78509
13 H 2.18675 -0.73146 -0.14825
14 H 1.30490 -2.17432 -0.66766
15 H 1.47188 -0.78954 -1.76794
16 H -0.13847 -2.23280 2.43173

Table of natural (NBO) atomic charges, one value per atom, all in e: -0.614 -0.380 -0.397 -0.617 0.266 -0.659 0.228 0.207 0.197 0.200 0.198 0.232 0.208 0.219 0.212 0.500


Entry 8:
The following is a DFT calculation (ωB97M-V with the def2-TZVPD basis set) of C5H10O as an isolated structure.

Output
total charge: 0
LUMO: 0.0121 Ha
energy above the lowest of the compared OMol25 structures with the same formula, charge and spin: 5.8841 eV
E_HOMO: -9.0945 eV
calculated total energy: -7388.881 eV
2S+1: 1
orbital gap: 9.42 eV

Positions of all 16 atoms, in Å:
1 C -1.68400 -0.71626 0.04159
2 C -0.99288 0.44525 -0.65321
3 C -0.03744 1.35967 0.03343
4 C 0.49244 0.54957 -0.89972
5 C 1.83437 -0.77011 0.03544
6 O 1.45150 -1.14633 1.16186
7 H -2.04250 -1.44554 -0.69283
8 H -1.02816 -1.23475 0.74425
9 H -2.55856 -0.34367 0.58992
10 H -1.64543 0.93783 -1.38295
11 H 0.03589 2.37235 0.40548
12 H 0.13672 0.69116 1.53882
13 H 1.10926 0.71333 -1.77256
14 H 1.72388 -1.43339 -0.83384
15 H 2.63405 -0.01125 -0.04690
16 H 0.57088 0.03211 1.73123

Table of natural (NBO) atomic charges, one value per atom, all in e: -0.625 -0.230 -0.120 -0.311 0.159 -0.606 0.210 0.233 0.208 0.191 0.237 -0.046 0.242 0.154 0.130 0.174


Entry 9:
The following is a DFT calculation (ωB97M-V with the def2-TZVPD basis set) of one molecule with the formula C5H10O.

Output
total charge: 0
LUMO: 0.0388 Ha
SMILES: OCCC1CC1
energy above the lowest of the compared OMol25 structures with the same formula, charge and spin: 1.3015 eV
E_HOMO: -10.1716 eV
calculated total energy: -7393.464 eV
2S+1: 1
orbital gap: 11.23 eV

Positions of all 16 atoms, in Å:
1 O 2.38922 0.49142 0.72253
2 C 1.89139 -0.68778 0.12054
3 C 0.56849 -0.48118 -0.62178
4 C -0.50518 0.16774 0.24622
5 C -1.96138 -0.18589 0.12057
6 C -1.47450 1.16095 -0.33097
7 H 1.80207 0.71889 1.45208
8 H 1.79069 -1.49331 0.86451
9 H 2.66184 -0.99884 -0.59114
10 H 0.22771 -1.45860 -0.99139
11 H 0.76195 0.14356 -1.50199
12 H -0.19414 0.38959 1.26573
13 H -2.24691 -0.90892 -0.63991
14 H -2.55448 -0.23630 1.02965
15 H -1.41744 1.34305 -1.40143
16 H -1.73933 2.03564 0.25675

Table of natural (NBO) atomic charges, one value per atom, all in e: -0.714 -0.053 -0.427 -0.231 -0.415 -0.412 0.461 0.154 0.182 0.208 0.207 0.191 0.211 0.213 0.211 0.214


Entry 10:
The following is a DFT calculation (ωB97M-V with the def2-TZVPD basis set) of one molecule with the formula C5H10O.

Output
total charge: 0
LUMO: 0.0369 Ha
SMILES: C[C@@H](O)C1CC1
energy above the lowest of the compared OMol25 structures with the same formula, charge and spin: 1.0034 eV
E_HOMO: -10.1512 eV
calculated total energy: -7393.762 eV
2S+1: 1
orbital gap: 11.16 eV

Positions of all 16 atoms, in Å:
1 C 1.09698 0.00651 1.68137
2 C 0.63660 0.51673 0.32788
3 O 1.83243 0.86666 -0.35881
4 C -0.15891 -0.53145 -0.42329
5 C -1.65694 -0.56767 -0.31124
6 C -1.00669 -0.13970 -1.59736
7 H 1.57374 -0.97165 1.55952
8 H 0.25949 -0.08995 2.37709
9 H 1.83900 0.69736 2.09276
10 H -0.00390 1.40601 0.46613
11 H 1.63571 1.53022 -1.02426
12 H 0.34692 -1.49392 -0.48932
13 H -2.15510 -1.53266 -0.27893
14 H -2.14127 0.19810 0.29052
15 H -1.04606 0.91511 -1.86041
16 H -1.05202 -0.80969 -2.45165

Table of natural (NBO) atomic charges, one value per atom, all in e: -0.617 0.100 -0.725 -0.248 -0.420 -0.421 0.208 0.210 0.221 0.154 0.469 0.217 0.218 0.210 0.205 0.218


Entry 11:
The following is a DFT calculation (ωB97M-V with the def2-TZVPD basis set) of a 2-piece molecular cluster, C5H10O overall.

Output
total charge: 0
LUMO: 0.0345 Ha
SMILES: C=C1C[C@@H]1C.O
energy above the lowest of the compared OMol25 structures with the same formula, charge and spin: 1.9513 eV
E_HOMO: -10.0293 eV
calculated total energy: -7392.814 eV
2S+1: 1
orbital gap: 10.97 eV

Positions of all 16 atoms, in Å:
1 C 1.14659 -1.87922 0.10254
2 C 0.24648 -0.82463 -0.50438
3 C -1.27088 -0.90050 -0.31492
4 C -0.46027 0.10626 0.38161
5 C -0.38191 1.06750 1.28564
6 O -0.05740 3.02790 -1.26275
7 H 2.16372 -1.49413 0.23395
8 H 0.77369 -2.17609 1.08931
9 H 1.19738 -2.77249 -0.52895
10 H 0.56568 -0.43015 -1.46964
11 H -1.90147 -0.58932 -1.14536
12 H -1.67323 -1.72632 0.27062
13 H -0.42275 2.35531 -0.67189
14 H -1.26217 1.43823 1.80505
15 H 0.57782 1.50625 1.55284
16 H 0.75871 3.29139 -0.82368

Table of natural (NBO) atomic charges, one value per atom, all in e: -0.601 -0.257 -0.454 0.019 -0.431 -0.947 0.213 0.210 0.212 0.229 0.230 0.223 0.479 0.209 0.203 0.463


Entry 12:
The following is a DFT calculation (ωB97M-V with the def2-TZVPD basis set) of one molecule with the formula C5H10O.

Output
total charge: 0
LUMO: 0.0436 Ha
SMILES: COCC1CC1
energy above the lowest of the compared OMol25 structures with the same formula, charge and spin: 1.6171 eV
E_HOMO: -9.6550 eV
calculated total energy: -7393.148 eV
2S+1: 1
orbital gap: 10.84 eV

Positions of all 16 atoms, in Å:
1 C 2.69902 -0.29949 0.06941
2 O 1.45618 0.07401 -0.48324
3 C 0.38152 0.04212 0.42788
4 C -0.84525 0.65212 -0.18868
5 C -2.17655 0.25398 0.38357
6 C -1.78529 -0.18792 -0.99952
7 H 2.58603 -0.76804 1.05684
8 H 3.17854 -1.02353 -0.59940
9 H 3.35951 0.57398 0.17482
10 H 0.15852 -0.99848 0.72559
11 H 0.62103 0.60182 1.34653
12 H -0.72717 1.69216 -0.48393
13 H -2.93877 1.01963 0.50101
14 H -2.17590 -0.49431 1.17345
15 H -1.52355 -1.23171 -1.15115
16 H -2.28862 0.26580 -1.84786

Table of natural (NBO) atomic charges, one value per atom, all in e: -0.249 -0.548 -0.049 -0.247 -0.420 -0.413 0.169 0.184 0.175 0.158 0.165 0.218 0.217 0.210 0.213 0.217


> The highest calculated total energy belongs to which entry?

number 8


> The highest E_HOMO belongs to which entry?

number 2


> Among the records above, which one has the lowest E_HOMO?

number 9